No. 1
Computed, not measured: a 2-piece molecular cluster, C4H9NO overall, with wB97M-V/def2-TZVPD.

Properties
LUMO energy = 0.03420 Eh
SMILES = C=C=NC.CO
net charge = 0
energy relative to the best compared isomer or geometry (same formula, charge and spin) = 70.3 kcal/mol

Positions of all 15 atoms, in Å:
C  1.349  -1.542  0.488
C  0.490  -0.855  -0.225
N  -0.398  -0.307  -0.861
C  -0.505  -0.594  -2.285
H  1.102  -2.573  0.704
H  2.274  -1.111  0.847
H  0.437  -0.954  -2.712
H  -1.261  -1.379  -2.377
H  -0.856  0.284  -2.828
C  -0.601  1.821  1.473
O  0.456  0.943  1.792
H  -0.157  2.677  0.955
H  -1.106  2.181  2.378
H  -1.338  1.367  0.800
H  0.116  0.042  1.851

Cartesian forces, eV/Å:
0.02 0.01 -0.10
-0.35 -0.13 -0.35
0.51 -0.51 0.46
-0.08 -0.03 -0.33
0.02 0.04 0.13
-0.08 -0.03 -0.14
-0.13 0.08 0.02
0.07 0.12 -0.17
0.07 -0.04 0.09
-0.24 0.36 -0.03
0.01 -0.12 0.20
-0.11 -0.05 0.10
0.02 -0.01 -0.11
0.17 0.04 0.14
0.10 0.26 0.08

Atomic partial charges in e from the Mulliken method, atoms 1 to 2: -0.95, 0.55

---

No. 2
Computed, not measured: an isolated ion of composition C9H13N2O and charge +1, with wB97M-V/def2-TZVPD.

Properties
LUMO energy (alpha / beta) = -0.19442 / -0.20351 Eh
net charge = +1
energy relative to the best compared isomer or geometry (same formula, charge and spin) = 190.4 kcal/mol

Positions of all 25 atoms, in Å:
C  0.737  0.286  0.042
C  -0.106  -0.140  -0.804
C  1.411  1.284  -2.715
C  1.840  1.239  -0.184
C  0.493  -0.335  1.400
C  -1.249  -0.909  -0.874
C  1.542  2.120  -1.447
C  -0.753  -1.245  1.573
C  -1.869  -0.966  0.537
N  2.491  0.837  -3.244
N  0.248  0.655  -2.967
O  3.249  0.555  -4.106
H  2.008  2.033  0.649
H  2.811  0.750  -0.031
H  1.531  -0.932  1.600
H  0.386  0.500  2.082
H  -1.903  -0.367  -1.436
H  -1.064  -1.835  -1.377
H  2.288  2.894  -1.605
H  0.549  2.549  -1.243
H  -0.562  -2.242  1.617
H  -1.282  -1.025  2.502
H  -2.491  -0.047  0.804
H  -2.678  -1.749  0.469
H  0.302  -0.143  -3.566

Cartesian forces, eV/Å:
0.78 0.79 0.22
0.96 0.88 -1.46
-2.22 -0.40 0.67
1.04 2.43 1.10
1.78 -1.89 0.97
-0.67 -1.04 0.31
0.19 -0.59 -0.06
-1.76 3.02 -0.18
-1.06 -0.28 0.34
2.50 -1.31 -0.55
0.44 0.61 2.99
-0.93 0.78 0.27
-1.13 -1.32 -0.93
-0.07 -0.20 -1.05
-2.54 1.38 -0.01
0.41 0.14 0.26
-2.24 1.29 -1.92
-0.09 -0.92 0.05
0.01 0.08 0.23
0.41 0.10 -0.42
1.00 -2.88 -0.19
0.64 0.10 0.38
1.30 -0.77 -0.63
1.08 0.41 0.41
0.15 -0.43 -0.77

Atomic partial charges in e from the Mulliken method, atoms 1 to 2: 0.39, 0.66

---

No. 3
Computed, not measured: a 9-piece molecular cluster, C40H51F12N3O20S2 overall, with wB97M-V/def2-TZVPD.

Properties
LUMO energy = -0.03596 Eh
SMILES = O=[N+]([O-])c1ccccc1.O=[N+]([O-])c1ccccc1.O=[N+]([O-])c1ccccc1.CCOC(=O)C(F)(F)F.CCOC(=O)C(F)(F)F.CCOC(=O)C(F)(F)F.CCOC(=O)C(F)(F)F.CCOS(C)(=O)=O.CCOS(C)(=O)=O
net charge = 0

Positions of all 128 atoms, in Å:
O  17.444  15.557  21.580
N  17.255  14.518  22.167
O  16.771  14.428  23.338
C  17.561  13.277  21.496
C  17.850  13.325  20.170
C  17.955  12.092  19.431
C  17.865  10.868  20.067
C  17.645  10.919  21.456
C  17.528  12.064  22.190
H  17.860  14.271  19.674
H  18.177  12.098  18.331
H  17.880  9.869  19.492
H  17.526  9.974  21.977
H  17.499  12.080  23.271
O  19.931  6.139  19.911
N  18.909  6.665  20.245
O  18.813  7.277  21.283
C  17.667  6.586  19.393
C  17.785  5.948  18.184
C  16.675  6.037  17.371
C  15.449  6.605  17.770
C  15.349  7.248  19.009
C  16.509  7.228  19.791
H  18.686  5.459  17.895
H  16.726  5.562  16.374
H  14.642  6.546  17.087
H  14.424  7.701  19.333
H  16.593  7.753  20.713
O  13.259  12.166  16.089
N  13.296  12.023  17.321
O  12.970  10.974  17.827
C  13.788  13.100  18.203
C  13.961  12.832  19.547
C  14.557  13.824  20.287
C  14.962  15.002  19.730
C  14.790  15.215  18.356
C  14.182  14.275  17.607
H  13.739  11.829  19.856
H  14.559  13.790  21.379
H  15.481  15.744  20.300
H  15.193  16.104  17.881
H  14.079  14.419  16.534
C  10.117  10.135  16.502
C  10.255  9.300  15.245
O  10.897  10.061  14.215
C  12.034  9.597  13.841
O  12.715  8.730  14.245
C  12.507  10.416  12.584
F  12.199  9.598  11.459
F  11.972  11.571  12.277
F  13.827  10.576  12.735
H  9.495  9.591  17.258
H  9.568  10.985  16.261
H  11.101  10.303  17.054
H  9.242  9.043  14.987
H  10.871  8.456  15.482
C  21.189  10.240  11.552
C  22.513  10.981  11.726
O  23.548  10.413  10.943
C  23.658  10.789  9.695
O  23.062  11.699  9.131
C  24.826  10.119  9.027
F  25.061  10.486  7.769
F  25.931  10.527  9.678
F  24.639  8.798  9.051
H  20.663  10.434  10.598
H  20.521  10.626  12.329
H  21.311  9.171  11.733
H  22.987  10.915  12.741
H  22.423  12.021  11.430
C  20.909  12.426  22.069
C  22.218  11.708  21.785
O  21.926  10.409  21.070
C  22.136  10.411  19.776
O  22.363  11.395  19.131
C  22.125  9.007  19.070
F  22.885  8.114  19.674
F  20.786  8.635  18.982
F  22.539  9.083  17.815
H  21.090  13.081  22.893
H  20.158  11.645  22.312
H  20.623  13.034  21.215
H  22.715  11.320  22.666
H  22.934  12.220  21.129
C  16.019  9.460  15.452
C  16.781  10.362  16.400
O  18.311  10.200  16.300
C  18.916  10.810  15.368
O  18.412  11.554  14.546
C  20.505  10.681  15.469
F  20.880  9.394  15.081
F  21.061  11.502  14.579
F  20.978  10.983  16.655
H  16.193  8.432  15.772
H  16.412  9.495  14.448
H  14.950  9.651  15.382
H  16.742  10.096  17.446
H  16.634  11.445  16.296
C  14.602  14.054  13.360
C  15.640  15.000  14.004
O  16.497  14.228  14.851
S  17.585  14.947  15.743
C  18.905  14.979  14.476
O  17.117  16.285  15.994
O  17.927  14.079  16.767
H  15.022  13.076  13.009
H  14.066  14.664  12.623
H  13.762  13.837  14.035
H  16.184  15.461  13.184
H  15.207  15.804  14.592
H  19.364  13.983  14.319
H  19.645  15.752  14.723
H  18.411  15.291  13.571
C  17.196  10.792  11.530
C  17.396  12.257  11.202
O  18.533  12.575  10.316
S  19.469  13.720  10.889
C  20.428  14.029  9.404
O  18.657  14.897  11.216
O  20.341  13.134  11.846
H  16.496  10.780  12.378
H  18.153  10.335  11.833
H  16.724  10.154  10.726
H  16.508  12.608  10.725
H  17.596  12.830  12.137
H  19.835  14.506  8.678
H  20.972  13.118  9.170
H  21.126  14.751  9.792

Cartesian forces, eV/Å:
-0.02 0.15 0.21
-0.89 -0.05 2.92
1.07 0.34 -2.62
0.32 -0.76 0.32
-0.31 -1.73 -1.74
0.81 0.83 -0.87
-0.60 -0.27 -0.15
-0.11 -1.77 0.03
0.06 0.88 -0.07
0.15 0.28 -0.39
-0.34 0.39 1.24
0.16 1.79 1.09
0.27 -0.01 0.08
-0.42 -0.19 -0.07
0.34 -0.86 -1.14
-0.90 0.30 0.61
-0.55 0.70 0.69
0.78 0.05 -0.02
-0.71 0.55 0.00
-0.86 -0.89 -1.14
1.41 0.10 0.62
1.04 -0.91 -0.61
0.01 0.33 0.20
0.46 -0.19 -0.19
-0.09 0.33 0.63
-0.74 0.11 -0.43
0.09 0.12 0.11
-0.30 0.27 0.68
0.22 0.62 1.36
-0.09 -0.34 -1.60
0.07 -0.32 0.79
-0.02 -0.60 -0.53
0.12 -0.29 -1.22
-0.77 0.14 1.98
0.15 0.57 -1.52
0.96 1.23 1.18
-0.39 -0.48 -1.57
-0.27 -0.06 0.63
0.38 -0.53 -0.27
-0.02 0.28 0.38
-0.13 -0.03 0.11
-0.12 -0.19 0.20
1.42 -1.76 1.89
-0.19 0.44 1.97
-1.76 -0.06 0.54
0.59 2.26 -2.38
0.80 -1.55 0.92
0.03 -1.91 -1.18
1.04 0.93 1.65
-0.29 0.48 0.61
-0.14 -0.06 -0.75
0.35 0.13 -0.74
-0.57 1.94 -0.17
-1.33 0.20 -1.15
-0.08 -0.30 -0.94
0.03 -0.70 -0.26
-0.19 0.35 0.57
-0.14 0.37 0.96
0.70 -1.11 -1.15
-1.10 2.76 -0.74
0.34 -1.47 0.82
0.89 0.12 -0.54
-0.80 -0.10 -0.16
0.14 -0.85 0.53
0.64 -0.13 0.17
0.63 -0.12 0.28
0.07 -0.09 -0.12
0.03 0.00 -0.19
-1.08 0.06 -0.67
-0.14 0.10 0.22
0.55 -1.02 -0.55
-0.11 -1.23 -0.99
0.08 -0.20 0.53
0.50 0.49 -0.45
0.04 0.00 -0.50
-1.52 0.66 -0.27
-0.53 -0.29 0.43
1.39 -0.14 0.54
0.22 0.28 0.04
-0.18 0.45 0.73
0.37 0.80 -0.08
-0.28 -0.17 -0.09
-0.03 0.23 0.25
-0.36 0.18 0.44
0.82 -0.53 0.26
1.50 0.73 0.05
-1.69 -1.57 1.20
0.94 2.40 -1.63
0.62 -0.85 0.29
-0.73 -1.05 -1.53
-0.38 1.35 0.90
-0.05 0.06 0.11
-0.10 -0.34 0.23
-0.30 -0.05 0.07
0.17 0.41 -0.35
-0.01 0.21 0.35
-0.79 -0.17 0.17
-0.23 -0.35 -0.20
-0.53 0.33 0.83
-0.69 -0.53 -0.72
-0.35 -0.74 0.44
0.51 2.41 -4.33
-0.06 0.16 0.88
0.25 -0.39 0.29
0.52 -2.06 2.70
-0.28 1.16 0.00
0.53 -0.46 -0.56
0.53 -0.30 0.31
0.56 0.02 0.06
-0.29 -0.03 0.00
-0.42 0.52 0.35
-0.16 -0.36 0.18
-0.13 0.07 -0.36
0.22 -0.75 -0.42
0.58 0.21 0.91
-0.63 -0.35 0.19
-0.92 1.18 -1.82
0.27 -0.38 2.17
1.10 -1.52 -0.16
0.29 0.19 1.03
0.29 -0.11 -0.13
-0.45 0.07 0.03
0.63 0.93 0.58
-0.46 0.67 -0.36
-0.52 -0.55 -0.48
-0.78 0.13 -1.10
-0.21 0.01 -0.36
0.55 0.37 -0.02

Atomic partial charges in e from the Mulliken method, atoms 1 to 2: -0.65, 1.23

---

Repeat the first record exactly.
Computed, not measured: a 2-piece molecular cluster, C4H9NO overall, with wB97M-V/def2-TZVPD.

Properties
LUMO energy = 0.03420 Eh
SMILES = C=C=NC.CO
net charge = 0
energy relative to the best compared isomer or geometry (same formula, charge and spin) = 70.3 kcal/mol

Positions of all 15 atoms, in Å:
C  1.349  -1.542  0.488
C  0.490  -0.855  -0.225
N  -0.398  -0.307  -0.861
C  -0.505  -0.594  -2.285
H  1.102  -2.573  0.704
H  2.274  -1.111  0.847
H  0.437  -0.954  -2.712
H  -1.261  -1.379  -2.377
H  -0.856  0.284  -2.828
C  -0.601  1.821  1.473
O  0.456  0.943  1.792
H  -0.157  2.677  0.955
H  -1.106  2.181  2.378
H  -1.338  1.367  0.800
H  0.116  0.042  1.851

Cartesian forces, eV/Å:
0.02 0.01 -0.10
-0.35 -0.13 -0.35
0.51 -0.51 0.46
-0.08 -0.03 -0.33
0.02 0.04 0.13
-0.08 -0.03 -0.14
-0.13 0.08 0.02
0.07 0.12 -0.17
0.07 -0.04 0.09
-0.24 0.36 -0.03
0.01 -0.12 0.20
-0.11 -0.05 0.10
0.02 -0.01 -0.11
0.17 0.04 0.14
0.10 0.26 0.08

Atomic partial charges in e from the Mulliken method, atoms 1 to 2: -0.95, 0.55

---

> The highest net charge belongs to which entry?

C9H13N2O